1.
This record from the OMol25 dataset describes C32H43N2O4P2Y as an isolated structure in a non-equilibrium geometry. The level of theory is ωB97M-V/def2-TZVPD.

Each line ends with the Löwdin charge.
Atoms and positions in Å:
C  -3.3728  0.0556  -4.1095  -0.099
C  -2.2056  -0.2265  -3.4157  -0.369
N  -1.8357  0.5608  -2.3612  -0.092
C  -2.5870  1.6691  -2.0626  -0.382
C  -3.8126  1.9212  -2.6707  -0.076
C  -4.2223  1.0861  -3.7119  -0.134
C  -1.4717  -1.4981  -3.9006  -0.290
P  0.0685  -1.8955  -2.9241  0.843
Y  -0.1906  -0.1236  -0.7432  1.245
P  -0.2260  2.6202  -0.7588  0.829
C  -2.0802  2.6836  -1.0526  -0.295
C  2.1870  -0.5349  -0.4306  -0.302
C  2.5233  -1.6644  0.2889  -0.178
C  3.8293  -1.8102  0.8013  -0.123
C  4.7738  -0.8006  0.6114  -0.127
C  4.4321  0.3308  -0.1297  -0.104
C  3.1284  0.4491  -0.6884  -0.159
O  0.5250  0.7748  -7.2696  -0.164
O  2.1253  2.6367  -3.7871  -0.120
H  -3.6543  -0.7125  -4.8314  0.105
H  -4.3321  2.8390  -2.3958  0.106
H  -5.1671  1.2379  -4.2069  0.079
C  -0.4768  -3.6186  -2.5256  -0.280
C  1.3156  -2.2421  -4.1701  -0.270
H  -2.3163  3.7015  -1.4158  0.090
H  -2.5771  2.5715  -0.0643  0.091
H  -1.2596  -1.4499  -4.9671  0.074
H  -2.1716  -2.4201  -3.6751  0.113
C  -0.1522  3.4492  0.8502  -0.271
C  0.3848  3.9074  -1.8800  -0.270
H  1.8026  -2.4684  0.4740  0.083
H  4.1115  -2.7093  1.3539  0.092
H  5.7834  -0.8845  1.0433  0.099
H  5.1649  1.1274  -0.2800  0.091
H  2.8853  1.3285  -1.2972  0.064
H  2.4592  1.9963  -4.4552  0.043
H  1.3582  3.0685  -4.3003  0.070
H  1.0925  0.0531  -6.7971  0.055
H  -0.2315  1.0881  -6.5946  0.099
H  4.8482  2.3450  -6.9873  0.017
H  -0.5827  -4.1265  -3.4913  0.042
H  0.2415  -4.1775  -1.9096  0.048
H  -1.4445  -3.5940  -2.0121  0.039
H  1.2378  -3.2819  -4.5005  0.046
H  1.2064  -1.5738  -5.0285  0.022
H  2.3062  -2.1183  -3.7265  0.041
H  -0.1821  4.8337  -1.7426  0.054
H  1.4482  4.0604  -1.6611  0.053
H  0.2920  3.5752  -2.9134  0.012
H  -0.3848  4.5162  0.7471  0.053
H  -0.8432  2.9734  1.5540  0.040
H  0.8656  3.3381  1.2337  0.036
C  -1.3634  2.7058  4.8799  -0.061
C  -0.1596  1.8784  4.4654  -0.238
C  1.0333  2.5383  4.1342  -0.079
C  2.1294  1.8168  3.6500  -0.087
C  2.0443  0.4437  3.5258  -0.027
C  0.8619  -0.2274  3.8609  -0.224
N  0.8629  -1.5907  3.6420  0.104
C  -0.1551  -2.5208  3.4275  -0.207
C  -0.1859  -3.6502  4.2463  -0.020
C  -1.2179  -4.5802  4.1288  -0.062
C  -2.2476  -4.4071  3.1851  -0.074
C  -2.1878  -3.3525  2.3099  -0.017
C  -1.1710  -2.4154  2.4556  -0.113
C  -1.0110  -1.4574  1.3907  -0.537
O  -1.2429  -1.8609  0.1737  -0.156
O  -0.5511  -0.2687  1.5143  -0.094
C  -0.2294  0.4792  4.4002  -0.175
C  -1.4734  -0.2317  4.8148  -0.023
H  -2.2185  2.5301  4.1983  0.087
H  -1.6851  2.4570  5.9083  0.082
H  -1.1180  3.7805  4.8498  0.075
H  1.0663  3.6231  4.2393  0.103
H  3.0456  2.3351  3.3705  0.104
H  2.8615  -0.1328  3.1092  0.102
H  1.7722  -2.0431  3.6842  0.148
H  0.6129  -3.7538  5.0049  0.126
H  -1.2307  -5.4142  4.8297  0.105
H  -3.0501  -5.1425  3.1320  0.106
H  -2.9799  -3.1639  1.5911  0.128
H  -2.0464  -0.5557  3.9333  0.087
H  -1.2533  -1.1098  5.4329  0.093
H  -2.1284  0.4232  5.3989  0.070

Summary:
- E_HOMO (alpha / beta): -7.54 / -4.19 eV
- HOMO-LUMO gap (alpha / beta): 0.280 / 0.156 hartree
- Maximum force: 0.0719 hartree/bohr
- Energy: -2376.59964 Eh
- LUMO level (alpha / beta): 0.1 / 0.0 eV

2.
This record from the OMol25 dataset describes a 5-piece molecular cluster, C44H87NO11S4 overall in a non-equilibrium geometry. The level of theory is ωB97M-V/def2-TZVPD.

Each line ends with the Löwdin charge.
Atoms and positions in Å:
C  -3.3682  4.8172  1.5513  0.116
C  -2.5519  4.2439  2.2550  -0.077
C  -1.5652  3.4620  3.0628  -0.224
O  -1.3579  2.1858  2.5531  -0.079
C  -0.5275  2.1772  1.3874  -0.261
C  0.7979  1.4825  1.6866  -0.112
C  0.6452  0.2317  2.5664  -0.181
C  1.6447  -0.8984  2.2314  -0.197
C  3.0744  -0.4047  2.0583  -0.207
C  4.1153  -1.4868  1.7381  -0.187
C  3.6591  -2.4172  0.5962  -0.225
C  4.7766  -2.9041  -0.3266  -0.198
C  4.1543  -3.5707  -1.5834  -0.188
C  3.4012  -4.8785  -1.2692  -0.211
C  1.9615  -4.9208  -1.7859  -0.201
C  0.9540  -4.2630  -0.8579  -0.192
C  -0.3909  -3.8870  -1.5199  -0.199
C  -0.4048  -2.4001  -1.8858  -0.212
C  0.5074  -1.9790  -3.0483  -0.230
C  0.4660  -2.8810  -4.3009  -0.094
C  -1.2690  1.5570  0.2038  -0.347
O  -2.5091  2.1544  0.0610  -0.066
C  -3.5062  1.3435  -0.5326  -0.172
C  -3.7743  1.6893  -2.0063  -0.210
C  -3.5265  0.5176  -2.9738  -0.089
O  -0.4810  1.6136  -0.9593  -0.042
C  -0.2376  2.9404  -1.4389  -0.207
N  -0.5780  3.0527  -2.8416  -0.016
C  0.5449  2.7126  -3.7248  -0.221
C  1.6839  3.7495  -3.7121  -0.178
C  3.0145  3.1559  -3.1637  -0.253
C  3.5251  3.9693  -1.9609  -0.118
H  -4.1703  5.0432  0.9115  0.017
H  -0.6248  4.0201  3.1889  0.115
H  -1.9991  3.4153  4.0566  0.126
H  -0.2823  3.2198  1.1887  0.139
H  1.3979  2.2077  2.2356  0.127
H  1.3289  1.2223  0.7774  0.112
H  0.6423  0.4484  3.6310  0.114
H  -0.3398  -0.1810  2.3305  0.095
H  1.6477  -1.6395  3.0372  0.091
H  1.2387  -1.4019  1.3562  0.096
H  3.3674  0.0133  3.0258  0.118
H  3.1557  0.4194  1.3528  0.101
H  4.2500  -2.1152  2.6184  0.110
H  5.0875  -1.0573  1.5108  0.104
H  2.9731  -1.8414  -0.0317  0.098
H  3.0684  -3.2427  0.9780  0.104
H  5.3769  -2.0682  -0.6782  0.107
H  5.3661  -3.6630  0.1839  0.113
H  3.4245  -2.8473  -1.9534  0.085
H  4.9330  -3.6912  -2.3320  0.103
H  3.9184  -5.6699  -1.8054  0.093
H  3.4359  -5.1678  -0.2228  0.102
H  1.9235  -4.5597  -2.8112  0.096
H  1.6973  -5.9789  -1.8348  0.094
H  1.3734  -3.3445  -0.4563  0.075
H  0.7365  -4.8997  -0.0018  0.108
H  -0.6650  -4.5464  -2.3393  0.096
H  -1.1554  -4.0138  -0.7509  0.099
H  -0.0526  -1.8647  -1.0033  0.091
H  -1.4210  -2.0493  -2.0406  0.094
H  0.1586  -0.9978  -3.3585  0.082
H  1.5143  -1.8123  -2.6762  0.085
H  1.4800  -3.1642  -4.5665  0.063
H  -0.1541  -3.7631  -4.1895  0.058
H  0.0402  -2.3138  -5.1232  0.064
H  -1.3631  0.4944  0.4335  0.160
H  -4.4253  1.5481  0.0139  0.120
H  -3.3279  0.2730  -0.4288  0.119
H  -4.8360  1.9191  -2.1081  0.100
H  -3.2433  2.5790  -2.3309  0.082
H  -3.7140  -0.4300  -2.4772  0.065
H  -2.4558  0.5075  -3.1827  0.061
H  -4.1056  0.6115  -3.8775  0.044
H  -0.7828  3.7020  -0.8856  0.128
H  0.8222  3.1425  -1.2908  0.112
H  -1.2775  2.3400  -3.0184  0.075
H  0.1366  2.6863  -4.7333  0.110
H  0.9613  1.7161  -3.5498  0.102
H  1.8984  4.0374  -4.7342  0.099
H  1.4594  4.6168  -3.0995  0.101
H  3.8019  3.1662  -3.9123  0.096
H  2.8898  2.1322  -2.8145  0.092
H  4.4683  3.5930  -1.5779  0.067
H  2.8112  3.9315  -1.1396  0.052
H  3.5942  5.0112  -2.2678  0.072
O  3.1657  -7.8236  -0.6179  -0.313
S  2.8708  -9.0077  0.1470  0.669
O  3.8511  -9.6131  1.0090  -0.318
C  1.3647  -8.7240  1.0703  -0.225
C  0.2534  -9.1645  0.1230  -0.221
C  0.7410  -10.4718  -0.5165  -0.215
C  2.1931  -10.2518  -0.9597  -0.219
H  1.3034  -7.6758  1.3549  0.106
H  1.3996  -9.3526  1.9596  0.108
H  -0.6897  -9.2991  0.6509  0.115
H  0.1020  -8.4083  -0.6512  0.115
H  0.6986  -11.2756  0.2214  0.116
H  0.1155  -10.7675  -1.3578  0.112
H  2.7881  -11.1579  -0.8796  0.101
H  2.2491  -9.8603  -1.9737  0.104
O  1.9566  5.5679  4.2201  -0.324
S  1.9026  6.8922  3.6526  0.655
O  2.8178  7.3173  2.6269  -0.320
C  0.2371  7.2003  3.1129  -0.232
C  -0.4547  7.7918  4.3378  -0.219
C  0.5428  8.7911  4.9392  -0.214
C  1.9089  8.0918  4.9912  -0.218
H  -0.2199  6.2701  2.7823  0.083
H  0.2755  7.9211  2.2969  0.112
H  -1.3975  8.2667  4.0708  0.116
H  -0.6672  7.0039  5.0641  0.119
H  0.6031  9.6759  4.3022  0.116
H  0.2348  9.1229  5.9298  0.113
H  2.7313  8.7861  4.8399  0.102
H  2.0476  7.5501  5.9248  0.104
O  1.4710  -2.7591  5.2568  -0.319
S  0.3023  -3.6003  5.2866  0.659
O  0.3380  -4.9658  4.8298  -0.326
C  -0.3912  -3.5487  6.9350  -0.231
C  -1.3524  -2.3638  6.9011  -0.220
C  -2.0957  -2.4645  5.5624  -0.210
C  -1.0483  -2.7352  4.4751  -0.211
H  0.4082  -3.4380  7.6639  0.107
H  -0.9233  -4.4853  7.0990  0.107
H  -2.0379  -2.3828  7.7473  0.114
H  -0.7913  -1.4276  6.9420  0.119
H  -2.8073  -3.2920  5.6034  0.116
H  -2.6601  -1.5588  5.3444  0.114
H  -1.4405  -3.3606  3.6768  0.105
H  -0.6504  -1.8102  4.0607  0.081
O  -4.5021  2.4181  -5.3165  -0.319
S  -4.3882  3.7490  -5.8588  0.665
O  -3.4220  4.0663  -6.8761  -0.318
C  -6.0093  4.2862  -6.3935  -0.230
C  -6.6173  4.9388  -5.1560  -0.222
C  -5.4963  5.7819  -4.5336  -0.212
C  -4.2333  4.9120  -4.4978  -0.212
H  -6.5753  3.4316  -6.7566  0.107
H  -5.8685  5.0112  -7.1946  0.107
H  -7.4859  5.5444  -5.4109  0.114
H  -6.9375  4.1703  -4.4486  0.118
H  -5.3188  6.6641  -5.1522  0.116
H  -5.7598  6.1303  -3.5359  0.113
H  -3.3277  5.4973  -4.6349  0.106
H  -4.1659  4.3378  -3.5757  0.087

Summary:
- E_HOMO: -8.86 eV
- HOMO-LUMO gap: 0.343 hartree
- Maximum force: 0.0556 hartree/bohr
- Energy: -4203.68076 Eh
- LUMO level: 0.5 eV

3.
This record from the OMol25 dataset describes a 2-piece molecular cluster, C4H8N2O overall in a non-equilibrium geometry. The level of theory is ωB97M-V/def2-TZVPD.

Each line ends with the natural charge from an NBO analysis.
Atoms and positions in Å:
C  2.4162  0.5712  0.5740  -0.640
C  1.1015  0.1274  -0.0966  0.114
C  0.4265  0.6032  -1.1532  -0.112
N  -0.6445  -0.2866  -1.4391  -0.539
C  -0.6701  -1.1314  -0.3233  0.121
N  0.3786  -0.8939  0.4883  -0.467
H  2.3778  0.2044  1.6251  0.237
H  3.3555  0.2087  0.0891  0.225
H  2.4768  1.6510  0.4539  0.218
H  0.4148  1.6332  -1.5203  0.221
H  -0.9557  -0.5422  -2.3280  0.415
H  -1.2068  -2.1315  -0.5317  0.212
O  -2.5087  0.6977  1.4380  -0.948
H  -2.1446  -0.1806  1.0832  0.473
H  -2.0315  0.8165  2.2756  0.469

Summary:
- E_HOMO: -8.95 eV
- HOMO-LUMO gap: 0.363 hartree
- Maximum force: 0.0881 hartree/bohr
- Energy: -341.92881 Eh
- Relative energy (zero: lowest compared OMol25 entry of this formula, charge and spin): 2.036 eV
- LUMO level: 0.9 eV

Which value of energy does entry 3 give?
-341.92881 Eh

The lowest energy belongs to which entry?
C44H87NO11S4

Among the records above, which one has the highest maximum force?
C4H8N2O